Below is a cluster of 2 separate species, C3H8BrP in total, with properties calculated with the ωB97M-V functional and the def2-TZVPD basis.

Element x y z (Å)
C 1.238 -0.774 -0.236
C -0.010 1.050 0.976
C -0.041 0.048 -0.104
P -1.514 -1.080 -0.173
Br -3.080 0.288 -0.251
H 1.196 -1.622 -1.009
H 2.191 -0.088 -0.267
H 1.290 -1.360 0.704
H 0.919 1.702 0.764
H 0.287 0.424 1.808
H -0.948 1.719 1.191
H -0.059 0.858 -1.733
H -1.469 -1.165 -1.670

As for the spin multiplicity: 3. The value obtained for the energy above the lowest of the compared OMol25 structures with the same formula, charge and spin is 30.2 kcal per mole. Its LUMO energy (spin up / spin down) is 0.77 / -2.01 eV. Its expectation value of S² is 2.0051. The value obtained for the energy is -3034.2492 hartree. The orbital gap (spin up / spin down) is 7.1 / 7.5 eV.

Results of the natural (NBO) charge analysis, in e, for atoms 1 through 5: number 1, C, carries -0.712; number 2, C, carries -0.713; number 3, C, carries -0.244; number 4, P, carries 0.490; number 5, Br, carries -0.189


Below is a cluster of 2 separate species, C6H14N2O2 in total, with properties calculated with the ωB97M-V functional and the def2-TZVPD basis.

Element x y z (Å)
C 2.125 -1.332 -1.469
C -1.173 -0.510 -3.176
C 0.716 -1.542 -1.974
O 0.087 -2.551 -1.706
N 0.214 -0.547 -2.748
H 2.050 -1.331 -0.384
H 0.727 0.320 -2.734
H -1.621 -1.456 -2.893
H 2.697 -2.205 -1.762
H 2.582 -0.413 -1.832
H -1.714 0.270 -2.644
H -1.223 -0.408 -4.258
C -1.180 -0.758 2.054
C 0.213 2.708 2.626
C -0.191 0.366 2.087
O 0.984 0.207 1.817
N -0.682 1.564 2.522
H -2.211 -0.432 1.929
H -1.653 1.786 2.391
H -0.213 3.421 3.326
H -0.962 -1.446 1.243
H -1.092 -1.319 2.984
H 1.196 2.374 2.929
H 0.324 3.234 1.673

Its SMILES is CNC(C)=O.CNC(C)=O. The value obtained for the energy above the lowest of the compared OMol25 structures with the same formula, charge and spin is 12.2 kcal per mole. Its LUMO energy is 0.66 eV. The value obtained for the energy is -497.0380 hartree. The orbital gap is 10.1 eV.

Results of the natural (NBO) charge analysis, in e, for atoms 1 through 5: number 1, C, carries -0.710; number 2, C, carries -0.426; number 3, C, carries 0.678; number 4, O, carries -0.643; number 5, N, carries -0.613


Below is a structure of composition C23H17ClF10IrN5S, with properties calculated with the ωB97M-V functional and the def2-TZVPD basis.

Element x y z (Å)
Ir 0.461 0.316 1.109
C -0.140 0.397 4.013
N 0.555 1.186 2.975
C -0.130 2.478 2.796
C -1.472 2.265 2.104
N -1.364 1.188 1.108
C -2.442 0.986 0.278
C -2.462 -0.109 -0.633
F -1.438 -2.289 -1.099
C -3.290 -0.150 -1.755
F -4.087 -1.318 -3.657
C -4.276 0.814 -1.888
F -5.074 0.902 -2.962
C -4.445 1.754 -0.889
F -5.440 2.638 -0.973
C -3.558 1.845 0.162
F -3.810 2.846 1.032
C 1.988 1.314 3.270
C 2.637 -0.010 2.940
N 2.220 -0.470 1.583
C 3.031 -1.389 1.070
C 3.003 -1.681 -0.387
F 2.674 -0.582 -1.113
C 4.266 -2.234 -0.942
F 4.385 -2.171 -2.265
C 5.156 -2.860 -0.175
F 6.223 -3.475 -0.674
C 4.961 -2.901 1.252
F 5.778 -3.674 1.965
C 3.973 -2.197 1.829
F 3.837 -2.324 3.161
H -0.103 0.927 4.970
H 0.324 -0.579 4.115
H -1.173 0.249 3.713
H 0.515 3.098 2.174
H -0.269 2.972 3.765
H -1.720 3.214 1.628
H -2.262 2.065 2.834
H 2.159 1.577 4.321
H 2.389 2.103 2.635
H 2.360 -0.760 3.676
H 3.721 0.099 2.979
Cl 1.689 -2.967 -0.762
N -1.624 1.021 -5.593
C -2.035 -0.200 -5.163
S -2.596 -1.346 -6.188
C -1.836 -0.430 -3.702
C -0.628 -0.049 -3.209
C 0.099 0.003 -1.934
N -0.113 -0.418 -0.737
C -1.357 -1.098 -0.410
C -2.963 -1.082 -2.904
H -1.798 1.220 -6.566
H -1.634 1.801 -4.956
H 0.031 0.355 -3.969
H 1.029 0.545 -2.044
H -1.306 -1.373 0.645
H -2.617 -2.044 -2.552

The value obtained for the energy above the lowest of the compared OMol25 structures with the same formula, charge and spin is 72.6 kcal per mole. Its LUMO energy (spin up / spin down) is -1.29 / -1.29 eV. The value obtained for the energy is -3121.6511 hartree. The orbital gap (spin up / spin down) is 5.5 / 5.5 eV.

Results of the natural (NBO) charge analysis, in e, for atoms 1 through 5: number 1, Ir, carries 0.496; number 2, C, carries -0.424; number 3, N, carries -0.390; number 4, C, carries -0.224; number 5, C, carries -0.242


Below is a structure of composition C27H45Cl2GeMgN2OS2Si3, with properties calculated with the ωB97M-V functional and the def2-TZVPD basis.

Element x y z (Å)
Mg -2.388 -0.876 -1.251
Cl -1.858 1.585 -2.185
C -2.394 2.478 -0.750
C -2.463 3.853 -1.043
C -2.939 4.714 -0.088
C -3.202 4.298 1.191
C -3.003 2.930 1.504
Cl -3.428 2.386 3.067
C -2.608 1.952 0.523
S -2.343 0.296 1.062
H -2.200 4.136 -2.012
H -3.105 5.749 -0.326
H -3.351 4.947 2.034
C -6.329 -1.819 0.376
C -6.220 -3.106 -0.427
N -4.943 -3.807 -0.291
C -4.835 -4.910 0.787
C -4.255 -4.376 2.100
C -3.785 -3.471 -0.909
S -4.027 -2.252 -2.183
N -2.677 -4.171 -0.593
C -1.449 -3.562 -0.612
O -1.205 -2.313 -0.790
C -0.356 -4.432 -0.145
C 0.882 -3.811 0.238
C 1.935 -4.552 0.702
C 1.805 -5.906 0.930
C 0.624 -6.550 0.596
C -0.480 -5.813 0.165
H -7.076 -1.167 -0.132
H -5.395 -1.297 0.487
H -6.719 -1.955 1.396
H -6.353 -2.941 -1.499
H -6.989 -3.834 -0.220
H -4.146 -5.683 0.346
H -5.841 -5.309 0.885
H -3.836 -3.387 1.940
H -3.509 -5.059 2.487
H -5.057 -4.335 2.859
H 0.882 -2.750 0.254
H 2.815 -3.943 0.961
H 2.650 -6.509 1.261
H 0.499 -7.638 0.713
H -1.426 -6.277 -0.034
C 1.115 5.188 0.932
Si 2.179 4.364 -0.419
C 3.982 4.996 -0.221
C 1.392 5.057 -2.047
Ge 2.146 1.970 -0.291
Si 3.123 0.984 1.692
C 3.860 2.323 2.854
C 4.552 -0.243 1.216
C 1.721 0.019 2.470
Si 3.297 1.068 -2.153
C 2.345 1.793 -3.630
C 3.088 -0.844 -2.292
C 5.159 1.553 -2.283
H 1.189 6.290 0.788
H 1.471 4.969 1.961
H 0.079 4.953 0.792
H 3.921 6.097 0.021
H 4.636 4.867 -1.095
H 4.520 4.545 0.647
H 2.059 5.802 -2.506
H 0.404 5.566 -1.803
H 1.250 4.234 -2.747
H 4.699 2.836 2.336
H 4.072 1.875 3.845
H 3.071 3.037 3.099
H 4.173 -1.297 1.434
H 5.401 0.015 1.860
H 4.772 -0.158 0.152
H 0.813 0.658 2.723
H 2.020 -0.483 3.421
H 1.451 -0.820 1.837
H 1.235 1.715 -3.536
H 2.615 1.297 -4.533
H 2.463 2.898 -3.811
H 2.866 -1.313 -1.313
H 4.041 -1.304 -2.607
H 2.340 -1.017 -3.065
H 5.182 2.249 -3.171
H 5.807 0.695 -2.503
H 5.589 2.053 -1.422

As for the spin multiplicity: 2. The value obtained for the energy above the lowest of the compared OMol25 structures with the same formula, charge and spin is 4.1 kcal per mole. Its LUMO energy (spin up / spin down) is -0.26 / -0.90 eV. Its expectation value of S² is 0.7527. The value obtained for the energy is -6102.9563 hartree. The orbital gap (spin up / spin down) is 6.9 / 6.8 eV.

Results of the Löwdin charge analysis, in e, for atoms 1 through 5: number 1, Mg, carries 0.342; number 2, Cl, carries 0.694; number 3, C, carries -0.604; number 4, C, carries -0.136; number 5, C, carries -0.111


Below is a cluster of 3 separate species, C18H44NS in total, with properties calculated with the ωB97M-V functional and the def2-TZVPD basis.

Element x y z (Å)
C 2.193 2.505 0.009
C 2.511 3.769 -0.783
C 1.266 4.527 -1.242
C 0.630 5.328 -0.118
N -0.573 6.089 -0.555
S -2.087 5.545 -0.223
C -2.408 3.888 -0.861
C -3.792 3.481 -0.348
H 3.092 1.905 0.139
H 1.792 2.725 1.001
H 1.466 1.894 -0.531
H 3.077 3.498 -1.675
H 3.161 4.425 -0.199
H 1.531 5.215 -2.051
H 0.533 3.817 -1.642
H 1.326 6.077 0.256
H 0.349 4.690 0.724
H -0.527 6.325 -1.545
H -1.882 5.195 1.058
H -1.622 3.207 -0.531
H -2.380 3.987 -1.947
H -3.942 2.417 -0.504
H -3.868 3.691 0.722
H -4.572 4.058 -0.843
C 1.077 -1.723 3.562
C -0.413 -1.748 3.235
C -0.738 -1.250 1.827
C -0.339 0.201 1.549
C -0.956 1.221 2.507
C -2.479 1.265 2.441
H 1.485 -0.711 3.529
H 1.265 -2.117 4.560
H 1.639 -2.333 2.852
H -0.961 -1.162 3.979
H -0.783 -2.771 3.329
H -1.807 -1.381 1.641
H -0.229 -1.890 1.101
H -0.620 0.448 0.518
H 0.749 0.292 1.592
H -0.555 2.216 2.277
H -0.638 1.003 3.529
H -2.798 1.528 1.429
H -2.891 2.002 3.134
H -2.923 0.302 2.688
C -0.543 -4.234 -3.911
C 0.933 -4.251 -3.528
C 1.326 -5.447 -2.663
C 0.608 -5.530 -1.315
C 0.773 -4.299 -0.426
C 2.221 -4.014 -0.037
H -1.188 -4.169 -3.033
H -0.774 -3.382 -4.553
H -0.813 -5.142 -4.455
H 1.188 -3.319 -3.013
H 1.539 -4.267 -4.437
H 2.407 -5.428 -2.502
H 1.124 -6.368 -3.219
H 0.978 -6.407 -0.777
H -0.459 -5.708 -1.478
H 0.181 -4.444 0.483
H 0.352 -3.420 -0.925
H 2.655 -4.863 0.495
H 2.290 -3.142 0.615
H 2.842 -3.817 -0.912

Its charge is +1. Its LUMO energy is -3.49 eV. The value obtained for the energy is -1164.8892 hartree. The orbital gap is 9.0 eV.

Results of the natural (NBO) charge analysis, in e, for atoms 1 through 5: number 1, C, carries -0.614; number 2, C, carries -0.401; number 3, C, carries -0.413; number 4, C, carries -0.229; number 5, N, carries -0.757


- What is the formula in the fifth record?
  C18H44NS


What did the fifth record say?
Below is a cluster of 3 separate species, C18H44NS in total, with properties calculated with the ωB97M-V functional and the def2-TZVPD basis.

Element x y z (Å)
C 2.193 2.505 0.009
C 2.511 3.769 -0.783
C 1.266 4.527 -1.242
C 0.630 5.328 -0.118
N -0.573 6.089 -0.555
S -2.087 5.545 -0.223
C -2.408 3.888 -0.861
C -3.792 3.481 -0.348
H 3.092 1.905 0.139
H 1.792 2.725 1.001
H 1.466 1.894 -0.531
H 3.077 3.498 -1.675
H 3.161 4.425 -0.199
H 1.531 5.215 -2.051
H 0.533 3.817 -1.642
H 1.326 6.077 0.256
H 0.349 4.690 0.724
H -0.527 6.325 -1.545
H -1.882 5.195 1.058
H -1.622 3.207 -0.531
H -2.380 3.987 -1.947
H -3.942 2.417 -0.504
H -3.868 3.691 0.722
H -4.572 4.058 -0.843
C 1.077 -1.723 3.562
C -0.413 -1.748 3.235
C -0.738 -1.250 1.827
C -0.339 0.201 1.549
C -0.956 1.221 2.507
C -2.479 1.265 2.441
H 1.485 -0.711 3.529
H 1.265 -2.117 4.560
H 1.639 -2.333 2.852
H -0.961 -1.162 3.979
H -0.783 -2.771 3.329
H -1.807 -1.381 1.641
H -0.229 -1.890 1.101
H -0.620 0.448 0.518
H 0.749 0.292 1.592
H -0.555 2.216 2.277
H -0.638 1.003 3.529
H -2.798 1.528 1.429
H -2.891 2.002 3.134
H -2.923 0.302 2.688
C -0.543 -4.234 -3.911
C 0.933 -4.251 -3.528
C 1.326 -5.447 -2.663
C 0.608 -5.530 -1.315
C 0.773 -4.299 -0.426
C 2.221 -4.014 -0.037
H -1.188 -4.169 -3.033
H -0.774 -3.382 -4.553
H -0.813 -5.142 -4.455
H 1.188 -3.319 -3.013
H 1.539 -4.267 -4.437
H 2.407 -5.428 -2.502
H 1.124 -6.368 -3.219
H 0.978 -6.407 -0.777
H -0.459 -5.708 -1.478
H 0.181 -4.444 0.483
H 0.352 -3.420 -0.925
H 2.655 -4.863 0.495
H 2.290 -3.142 0.615
H 2.842 -3.817 -0.912

Its charge is +1. Its LUMO energy is -3.49 eV. The value obtained for the energy is -1164.8892 hartree. The orbital gap is 9.0 eV.

Results of the natural (NBO) charge analysis, in e, for atoms 1 through 5: number 1, C, carries -0.614; number 2, C, carries -0.401; number 3, C, carries -0.413; number 4, C, carries -0.229; number 5, N, carries -0.757


- Which value of energy does entry 4 give?
  -6102.9563 hartree


- Among the records above, which one has the highest energy?
  C6H14N2O2